No. 1
Density functional theory data (ωB97M-V with the def2-TZVPD basis set) for C30H28FN4O3S2V as an isolated structure.

Each line ends with the natural charge from an NBO analysis.
Cartesian coordinates (Å):
1 V -0.05694 -0.33332 0.20916  1.3568
2 C 0.11562 3.97358 -0.59943  -0.4112
3 N -0.64441 2.85199 -1.09812  -0.4688
4 C -0.21776 2.42056 -2.42346  -0.2209
5 C 1.15569 1.77228 -2.43458  -0.2168
6 N 1.19513 0.34252 -2.04028  -0.4552
7 C 0.67412 -0.48295 -3.12904  -0.4185
8 C 2.55257 0.03013 -1.67756  0.0980
9 C 3.45286 -0.56673 -2.54665  -0.1931
10 C 4.77127 -0.77930 -2.15860  -0.2401
11 C 5.19001 -0.38385 -0.90121  -0.2147
12 C 4.28711 0.19928 -0.02233  -0.2154
13 C 2.96243 0.40870 -0.39097  -0.1801
14 S 1.78777 1.12058 0.70105  -0.0983
15 C -2.04691 2.92620 -0.93384  0.2270
16 C -2.69893 4.14153 -0.73334  -0.2804
17 C -4.06913 4.19785 -0.51492  -0.2341
18 C -4.80857 3.02608 -0.50978  -0.2387
19 C -4.16804 1.81193 -0.70483  -0.2077
20 C -2.79110 1.73305 -0.90866  -0.2083
21 S -2.06528 0.15283 -1.14306  -0.1738
22 H 0.08170 4.85340 -1.26677  0.1504
23 H 1.15519 3.67835 -0.46442  0.2198
24 H -0.26472 4.26680 0.37901  0.2072
25 H -0.18445 3.29515 -3.09844  0.1627
26 H -0.95587 1.72673 -2.82143  0.2360
27 H 1.82582 2.31958 -1.77573  0.2226
28 H 1.57112 1.84877 -3.45087  0.1752
29 H 1.11867 -0.20271 -4.09390  0.1584
30 H -0.40480 -0.35560 -3.17844  0.2370
31 H 0.87448 -1.52953 -2.92313  0.2296
32 H 3.13106 -0.87408 -3.53182  0.2045
33 H 5.46126 -1.26231 -2.83873  0.2013
34 H 6.20977 -0.56188 -0.58448  0.2037
35 H 4.59373 0.46987 0.97993  0.2162
36 H -2.12246 5.05706 -0.74474  0.2053
37 H -4.55149 5.15449 -0.35440  0.1987
38 H -5.87667 3.04998 -0.33109  0.2012
39 H -4.72875 0.88681 -0.66124  0.2168
40 O 3.52603 -3.05410 0.44727  -0.6792
41 C 2.87419 -4.10511 0.96708  0.3498
42 C 3.57993 -5.30824 1.06011  -0.2862
43 C 2.97998 -6.43557 1.58019  -0.1864
44 C 1.65938 -6.39136 2.02100  -0.2803
45 C 0.95912 -5.20474 1.92876  -0.1512
46 C 1.54212 -4.04916 1.40656  -0.1451
47 C 0.75132 -2.79824 1.31168  0.5598
48 O 1.33911 -1.71782 0.89023  -0.7454
49 N -0.49701 -2.82491 1.67546  -0.4091
50 N -1.03243 -1.55825 1.52584  -0.2992
51 C -2.12525 -1.34224 2.16601  0.1485
52 C -2.72115 -0.04837 2.29294  -0.1449
53 C -3.98995 0.09288 2.87943  -0.1669
54 C -4.52053 1.33494 3.12650  -0.2768
55 C -3.75691 2.47313 2.82542  -0.1779
56 C -2.50553 2.36206 2.27413  -0.2540
57 C -1.96702 1.09642 1.95738  0.3813
58 O -0.78935 1.02931 1.40156  -0.6893
59 H 2.90404 -2.28640 0.45847  0.5209
60 H 4.60386 -5.32026 0.71005  0.2146
61 H 3.54331 -7.35873 1.64365  0.2000
62 H 1.18526 -7.27400 2.42890  0.2023
63 H -0.06888 -5.13977 2.25746  0.2311
64 H -2.56081 -2.18687 2.69721  0.1967
65 H -4.54597 -0.80293 3.13297  0.2008
66 H -5.50659 1.43631 3.55983  0.2034
67 H -4.16426 3.45828 3.01870  0.2059
68 H -1.91768 3.23588 2.03037  0.2208
69 F -0.28942 -1.69597 -0.95400  -0.5964

Calculated values
Total charge   -1
HOMO (spin up / spin down)   -4.563 / -4.554 eV
Electronic energy   -93748.496 eV
Energy above the lowest of the compared OMol25 structures with the same formula, charge and spin   0.106 eV
Kohn-Sham gap (spin up / spin down)   6.61 / 7.09 eV
Multiplicity   2
F_max   0.44 eV Å⁻¹

***

No. 2
Density functional theory data (ωB97M-V with the def2-TZVPD basis set) for C30H28N3ReS2 as an isolated structure at a distorted geometry.

Each line ends with the natural charge from an NBO analysis.
Cartesian coordinates (Å):
1 Re -0.15830 0.10800 -0.43800  0.6853
2 C 2.28990 -1.94660 -0.81320  -0.4199
3 N 1.01960 -1.95850 -0.07360  -0.4930
4 C 1.29300 -1.99920 1.38040  -0.2129
5 C 0.17110 -1.42570 2.25840  -0.2341
6 N 0.05010 0.02080 2.12220  -0.5069
7 C 1.18360 0.74480 2.68810  -0.4300
8 C -1.18740 0.55110 2.64080  0.1893
9 C -1.62130 0.21360 3.91310  -0.2597
10 C -2.77970 0.75160 4.44830  -0.2451
11 C -3.49980 1.68430 3.71390  -0.2154
12 C -3.07900 2.03450 2.45080  -0.2272
13 C -1.93580 1.46610 1.87190  -0.1827
14 S -1.53690 1.97550 0.25380  -0.1918
15 C 0.22460 -3.12000 -0.46000  0.1614
16 C 0.78390 -4.38800 -0.46820  -0.2600
17 C 0.04970 -5.50200 -0.83530  -0.2511
18 C -1.28470 -5.34990 -1.19100  -0.2107
19 C -1.85900 -4.10090 -1.18360  -0.2319
20 C -1.12690 -2.96200 -0.81720  -0.1898
21 S -1.91920 -1.42200 -0.83150  -0.1857
22 H 2.90550 -2.83480 -0.62400  0.1727
23 H 2.86310 -1.06010 -0.53350  0.2383
24 H 2.07550 -1.89890 -1.88030  0.2132
25 H 2.20290 -1.42580 1.57360  0.2130
26 H 1.47050 -3.03860 1.69170  0.1928
27 H 0.39840 -1.71990 3.29980  0.1713
28 H -0.78740 -1.87310 1.97520  0.2363
29 H 1.46390 0.35890 3.67970  0.1620
30 H 0.91420 1.79490 2.78210  0.2230
31 H 2.04230 0.68610 2.01960  0.2372
32 H -1.03860 -0.47970 4.50730  0.2004
33 H -3.10450 0.45830 5.43780  0.1971
34 H -4.39460 2.12930 4.13290  0.1998
35 H -3.63690 2.75500 1.86930  0.2149
36 H 1.81930 -4.52750 -0.18770  0.2029
37 H 0.51480 -6.47790 -0.84140  0.1993
38 H -1.86900 -6.21410 -1.47860  0.2004
39 H -2.89280 -3.96610 -1.46680  0.2152
40 C 2.61000 1.31750 -0.38500  0.2883
41 C 3.66610 1.22120 0.23660  -0.3241
42 C 5.01110 0.80400 0.34930  0.0209
43 C 5.81680 1.02350 1.47320  -0.2293
44 C 7.14380 0.63430 1.46630  -0.2155
45 C 7.69880 0.01520 0.35650  -0.2413
46 C 6.90360 -0.23170 -0.75340  -0.2160
47 C 5.58370 0.15650 -0.75960  -0.2211
48 H 5.40160 1.50800 2.34830  0.2129
49 H 7.77060 0.82250 2.33020  0.2019
50 H 8.74190 -0.27180 0.35170  0.2013
51 H 7.32680 -0.71920 -1.62110  0.2035
52 H 4.96350 -0.02280 -1.62690  0.2150
53 N 1.42850 1.41720 -0.93960  -0.7609
54 C 1.21080 2.41590 -1.87610  0.2684
55 C 1.90520 3.63160 -1.87620  -0.2858
56 C 1.60010 4.60460 -2.80590  -0.2011
57 C 0.63800 4.38890 -3.77990  -0.2695
58 C -0.02970 3.17320 -3.81420  -0.1890
59 C 0.24610 2.20620 -2.87530  -0.2759
60 H 2.65560 3.81230 -1.11920  0.2188
61 H 2.10860 5.55830 -2.75940  0.1977
62 H 0.40330 5.15630 -4.50390  0.1968
63 H -0.76960 2.98050 -4.57980  0.2013
64 H -0.28020 1.25210 -2.88950  0.2247

Calculated values
Total charge   -1
HOMO (spin up / spin down)   -3.030 / -2.846 eV
Electronic energy   -59834.986 eV
Energy above the lowest of the compared OMol25 structures with the same formula, charge and spin   0.000 eV
Kohn-Sham gap (spin up / spin down)   5.74 / 5.55 eV
Multiplicity   4
F_max   1.18 eV Å⁻¹

***

No. 3
Density functional theory data (ωB97M-V with the def2-TZVPD basis set) for a 2-piece molecular cluster, C30H28N4O2 overall at a distorted geometry.

Each line ends with the natural charge from an NBO analysis.
Cartesian coordinates (Å):
1 C 3.01983 -2.12103 -0.02972  -0.5774
2 C 3.16794 -2.75221 -1.25696  0.2947
3 N 3.31571 -3.27289 -2.30514  -0.4883
4 C 1.71806 -1.92101 0.50504  0.1409
5 C 1.51751 -1.17305 1.71832  -0.2734
6 C 0.25845 -0.99868 2.25781  -0.1615
7 C -0.86268 -1.57875 1.62057  -0.0579
8 N -2.12333 -1.54854 2.27438  0.5061
9 O -3.10334 -2.10820 1.73160  -0.4181
10 O -2.20699 -0.96936 3.38331  -0.4261
11 C -0.71278 -2.27472 0.40151  -0.1410
12 C 0.54930 -2.44965 -0.13994  -0.2937
13 H 3.82914 -1.52345 0.37620  0.2096
14 H 2.38424 -0.74142 2.22265  0.2006
15 H 0.09258 -0.43793 3.17416  0.2420
16 H -1.60573 -2.66942 -0.07763  0.2415
17 H 0.64641 -3.00064 -1.07664  0.2264
18 C 7.47527 -4.62586 -3.67161  -0.4094
19 N 7.08873 -4.71707 -2.27451  -0.3148
20 C 6.29868 -3.82544 -1.62869  0.1602
21 C 6.18375 -4.17864 -0.25887  -0.2252
22 C 5.51386 -3.42637 0.71274  0.0745
23 C 5.29614 -3.90239 2.04929  -0.1726
24 C 4.94681 -5.24961 2.34259  -0.1212
25 C 4.94001 -5.74210 3.63957  -0.0983
26 C 5.24021 -4.86526 4.72603  0.3066
27 N 5.27551 -5.33809 6.00684  -0.4196
28 C 4.74642 -6.64267 6.33922  -0.2022
29 C 5.10286 -7.66676 5.27708  -0.4001
30 C 4.67129 -7.19353 3.88956  -0.4264
31 C 5.33190 -4.43402 7.13183  -0.2031
32 C 6.27491 -3.27583 6.86538  -0.4002
33 C 5.91079 -2.56647 5.56209  -0.4244
34 C 5.53110 -3.49646 4.45498  -0.0935
35 C 5.48276 -3.03191 3.15351  -0.1146
36 C 7.04402 -5.37494 -0.09435  0.0111
37 C 7.57843 -6.06742 0.98515  -0.2110
38 C 8.45772 -7.14234 0.75457  -0.2232
39 C 8.90238 -7.45364 -0.53624  -0.2040
40 C 8.47057 -6.69511 -1.63452  -0.2322
41 C 7.54273 -5.69296 -1.38289  0.1216
42 H 8.07688 -5.50343 -3.92388  0.2183
43 H 6.58430 -4.59187 -4.31456  0.2331
44 H 8.07058 -3.71824 -3.85956  0.2168
45 H 5.82886 -2.99382 -2.14732  0.2564
46 H 5.50026 -2.35105 0.54487  0.2190
47 H 4.69771 -5.92424 1.51932  0.2287
48 H 5.16907 -6.92056 7.31259  0.2063
49 H 3.64838 -6.58628 6.45761  0.1845
50 H 6.18619 -7.83768 5.29146  0.2046
51 H 4.61562 -8.61243 5.52930  0.2216
52 H 3.59607 -7.39096 3.76178  0.2221
53 H 5.18643 -7.79917 3.13329  0.2251
54 H 4.32192 -4.04732 7.35796  0.1842
55 H 5.66569 -5.01608 7.99765  0.2066
56 H 6.22329 -2.57639 7.70451  0.2214
57 H 7.30460 -3.64923 6.80312  0.2059
58 H 5.08137 -1.86899 5.75037  0.2192
59 H 6.76150 -1.95311 5.24254  0.2228
60 H 5.67551 -1.97404 2.95788  0.2125
61 H 7.32759 -5.76145 1.99795  0.2306
62 H 8.80493 -7.73473 1.59965  0.2190
63 H 9.59644 -8.27752 -0.69431  0.2213
64 H 8.82981 -6.86304 -2.64905  0.2174

Calculated values
HOMO   -6.163 eV
Electronic energy   -41615.363 eV
Kohn-Sham gap   4.38 eV
Multiplicity   1
F_max   2.18 eV Å⁻¹

***

No. 4
Density functional theory data (ωB97M-V with the def2-TZVPD basis set) for C30H28N6ReS2 as an isolated structure.

Each line ends with the natural charge from an NBO analysis.
Cartesian coordinates (Å):
1 Re 0.05422 -0.85360 0.52161  1.1601
2 C -1.51884 -4.00042 2.52986  -0.3951
3 C -0.05606 -3.90030 2.10047  -0.4100
4 C 0.70564 -2.82449 2.87025  -0.2329
5 N 0.95009 -1.57198 2.13704  -0.5793
6 C 1.91504 -0.75455 2.70470  0.1793
7 C 2.28830 -0.90323 4.02879  -0.2482
8 C 3.19701 -0.18863 4.82330  -0.1349
9 C 4.04900 0.82268 4.47596  -0.1661
10 C 4.18829 1.39101 3.20136  -0.1434
11 C 3.49082 1.14852 2.05081  -0.2580
12 C 2.40574 0.26782 1.78618  0.3179
13 N 1.76672 0.26707 0.62516  -0.5460
14 C 2.28849 1.08358 -0.47380  -0.2421
15 C 1.40003 1.02564 -1.70181  -0.4362
16 C 1.20048 -0.37667 -2.25108  -0.2327
17 N 0.24042 -1.10631 -1.42230  -0.6027
18 C -0.45360 -2.13978 -2.00590  0.2749
19 C -0.03053 -2.74672 -3.16615  -0.2792
20 C -0.62769 -3.76444 -3.94056  -0.1486
21 C -1.89029 -4.26959 -3.86781  -0.2394
22 C -2.89249 -3.86643 -2.95683  -0.1426
23 C -2.78791 -3.11015 -1.83281  -0.2534
24 C -1.62692 -2.52813 -1.21587  0.2209
25 N -1.58708 -2.15453 0.03652  -0.5089
26 C -2.72391 -2.47137 0.90799  -0.2348
27 C -2.31546 -2.71262 2.34954  -0.4056
28 H -1.54192 -4.28970 3.58420  0.2074
29 H -2.00815 -4.81232 1.98281  0.2033
30 H 0.03276 -3.72420 1.02675  0.2090
31 H 0.42641 -4.86187 2.28677  0.2183
32 H 1.67808 -3.21928 3.17928  0.2024
33 H 0.15511 -2.60370 3.79366  0.1914
34 H 1.75532 -1.66036 4.58331  0.2284
35 H 3.20819 -0.48734 5.86453  0.2352
36 H 4.67216 1.23199 5.25984  0.2226
37 H 4.94010 2.16802 3.11851  0.2246
38 H 3.78410 1.76659 1.21581  0.2304
39 H 3.29368 0.71987 -0.72543  0.1855
40 H 2.35590 2.12697 -0.15819  0.2336
41 H 1.85753 1.65073 -2.47191  0.2270
42 H 0.43369 1.47401 -1.45984  0.2604
43 H 2.15806 -0.91346 -2.30151  0.1842
44 H 0.80641 -0.31577 -3.26980  0.2052
45 H 0.93547 -2.42397 -3.52948  0.2234
46 H -0.00094 -4.14934 -4.73673  0.2182
47 H -2.17786 -5.00038 -4.61237  0.2204
48 H -3.89250 -4.22372 -3.17688  0.2193
49 H -3.71727 -2.92343 -1.31357  0.2255
50 H -3.21730 -3.37909 0.55150  0.1923
51 H -3.44545 -1.64972 0.84384  0.2170
52 H -3.23051 -2.75935 2.94484  0.2213
53 H -1.75441 -1.85320 2.71981  0.2143
54 S -0.16940 3.57099 0.13144  -0.3268
55 C 0.06690 2.97090 1.69517  -0.1754
56 C 0.86957 3.67605 2.63661  -0.1452
57 C 1.08840 3.23253 3.91890  -0.1456
58 C 1.98334 3.96756 4.76721  0.2951
59 N 2.72621 4.55261 5.41998  -0.3133
60 C 0.48143 2.04456 4.38137  -0.2555
61 C -0.30195 1.33077 3.48281  -0.0899
62 C -0.48360 1.75976 2.17706  -0.2847
63 S -1.46060 0.70269 1.12143  0.1102
64 C 0.75515 1.49211 5.66354  0.3027
65 N 1.01360 0.98836 6.66614  -0.3552
66 H 1.33155 4.59533 2.30320  0.2322
67 H -0.75487 0.40219 3.80496  0.2179

Calculated values
HOMO (spin up / spin down)   -6.728 / -6.724 eV
Electronic energy   -64304.841 eV
Kohn-Sham gap (spin up / spin down)   5.65 / 5.38 eV
Multiplicity   2
F_max   0.75 eV Å⁻¹